Entry from OMol25: C11H6Cl6GeKNO2S as an isolated structure in a non-equilibrium geometry (the ωB97M-V functional and the def2-TZVPD basis).

XYZ file:
```
29
Properties=species:S:1:pos:R:3:nbo_charge:R:1
K 0.0297 0.0011 -0.1732 0.909
O 0.1938 2.2918 0.3011 -0.683
N 1.3620 2.7200 0.6832 0.017
C 1.8466 3.8286 0.0855 0.019
C 3.0713 4.3630 0.3908 -0.290
C 3.8423 3.7226 1.3577 -0.207
C 3.3430 2.5977 1.9627 -0.241
C 2.0822 2.0572 1.6475 0.010
S 1.4818 0.6727 2.4174 -0.436
H 1.1857 4.2162 -0.6738 0.221
H 3.4234 5.2293 -0.1493 0.209
H 4.8286 4.0882 1.6133 0.198
H 3.9156 2.0579 2.7025 0.220
Cl -6.3240 -4.3731 0.5405 -0.071
C -4.8459 -3.5702 0.0716 -0.099
C -4.3635 -2.5200 0.8397 -0.255
C -3.1974 -1.9012 0.4529 -0.130
Cl -2.5810 -0.5910 1.4070 -0.014
C -2.4211 -2.2581 -0.6994 0.346
O -1.3574 -1.6681 -1.0144 -0.780
C -3.0022 -3.3458 -1.4220 -0.129
Cl -2.1609 -3.8807 -2.8439 -0.027
C -4.1688 -3.9868 -1.0612 -0.254
H -4.8858 -2.1909 1.7266 0.222
H -4.5419 -4.8046 -1.6604 0.220
Cl 3.2997 -0.7290 -4.1016 -0.601
Ge 2.8827 0.4420 -2.1615 0.832
Cl 5.0084 0.3005 -1.3117 -0.595
Cl 3.1195 2.5454 -3.0910 -0.608
```

For the strongest force on any atom, the calculation gives 1.2 eV Å⁻¹. For the LUMO energy, the calculation gives 0.149 Ha. As for the energy above the lowest of the compared OMol25 structures with the same formula, charge and spin: 0.423 eV. The value obtained for the molar mass is 540.7 g/mol. Its multiplicity is 1. As for the net charge: -2.